Entry 1:
Molecular formula: C34H48IrNP2
Method: DFT, ωB97M-V/def2-TZVPD

```
86
Properties=species:S:1:pos:R:3:forces:R:3
Ir -0.46095 -0.08047 0.10264 -0.151 0.031 0.465
C 3.22016 -0.76464 -0.44355 0.002 -0.005 0.005
C 2.46873 -2.09463 -0.38942 0.000 0.024 0.014
C 3.18096 -3.15776 -1.22369 -0.004 0.000 0.020
P 0.70119 -1.81743 -0.83103 -0.003 -0.212 -0.177
C -0.12796 -3.45916 -0.78395 0.041 0.030 -0.063
C -1.54314 -3.35801 -1.34986 0.004 -0.006 0.043
C -0.13256 -4.06766 0.61497 -0.002 0.042 0.003
C 0.67671 -1.34334 -2.57378 0.024 0.109 -0.006
C 1.04868 -2.18301 -3.61636 -0.002 -0.007 -0.112
C 0.94056 -1.76695 -4.93535 -0.025 0.012 0.086
C 0.44008 -0.50008 -5.19871 -0.003 0.031 0.057
C 0.05727 0.34701 -4.16930 -0.024 0.002 -0.066
C 0.17873 -0.05766 -2.83765 -0.013 -0.106 -0.063
N -0.30453 0.68873 -1.74325 0.129 -0.232 -0.131
C -0.58567 2.06593 -1.87529 -0.053 0.076 0.035
C 0.18124 2.94408 -2.63535 0.051 0.003 -0.019
C -0.13709 4.29346 -2.66895 -0.049 -0.017 0.040
C -1.21195 4.78445 -1.94145 0.019 -0.048 0.004
C -1.95984 3.91810 -1.15438 0.002 0.049 -0.006
C -1.65407 2.56625 -1.11179 0.042 -0.031 -0.020
P -2.39306 1.29224 -0.05243 -0.095 -0.033 -0.112
C -3.77501 0.57601 -1.04238 -0.033 0.156 0.003
C -3.30015 0.04689 -2.39371 -0.011 -0.013 0.001
C -4.54966 -0.48827 -0.26657 0.056 -0.051 -0.018
C -3.12485 2.11137 1.42738 0.082 0.021 -0.030
C -3.30173 1.11196 2.57021 -0.073 0.059 0.026
C -4.42922 2.87429 1.18112 -0.004 -0.026 -0.003
H 4.23770 -0.89945 -0.07430 0.006 -0.003 -0.011
H 2.73733 0.00477 0.16058 -0.002 0.001 0.005
H 3.28448 -0.40046 -1.47137 -0.013 0.008 0.001
H 2.43294 -2.44190 0.64438 0.045 0.046 -0.074
H 3.27404 -2.85182 -2.26433 0.006 0.010 -0.027
H 2.68855 -4.12981 -1.18129 -0.006 0.001 -0.018
H 4.19252 -3.28807 -0.83601 -0.006 -0.011 0.014
H 0.46770 -4.09742 -1.44372 -0.009 -0.014 -0.013
H -2.14622 -2.67174 -0.75221 -0.003 0.004 0.011
H -2.01878 -4.33936 -1.31912 0.004 -0.001 -0.019
H -1.54595 -3.01108 -2.38307 -0.007 0.018 -0.005
H -0.66300 -3.41832 1.31543 0.031 -0.032 -0.032
H 0.87358 -4.25017 0.99495 0.001 0.016 0.012
H -0.65367 -5.02561 0.59319 0.010 -0.004 0.001
H 1.39394 -3.18667 -3.40692 0.018 -0.006 0.007
H 1.21553 -2.43073 -5.74301 0.011 0.005 0.001
H 0.32450 -0.16669 -6.22172 -0.004 -0.002 0.001
H -0.37213 1.30691 -4.41402 -0.006 0.005 0.005
H 1.04442 2.57772 -3.17372 -0.001 0.012 -0.004
H 0.47199 4.96809 -3.25573 0.000 -0.002 -0.003
H -1.45748 5.83700 -1.96909 0.007 0.001 -0.001
H -2.77403 4.31583 -0.56697 -0.005 0.001 0.003
H -4.42745 1.43587 -1.23205 -0.038 -0.026 0.010
H -2.60641 -0.78535 -2.27544 0.001 -0.016 0.010
H -2.81256 0.81810 -2.99047 0.008 -0.003 0.016
H -4.16658 -0.31036 -2.95270 0.004 0.010 -0.009
H -3.88297 -1.26980 0.10582 0.007 0.007 0.004
H -5.27687 -0.96080 -0.92839 0.002 0.005 0.002
H -5.09667 -0.07546 0.57825 0.004 0.008 0.025
H -2.33439 2.81750 1.70803 -0.025 0.017 0.038
H -4.17891 0.48376 2.42470 -0.021 -0.013 -0.020
H -3.44084 1.65313 3.50789 0.003 -0.017 -0.002
H -2.43718 0.46265 2.66507 0.042 -0.076 0.019
H -5.18802 2.23882 0.72386 -0.004 -0.011 0.027
H -4.30314 3.75379 0.55517 -0.024 -0.018 -0.041
H -4.82919 3.20945 2.13916 0.024 0.027 0.000
C 1.66738 -1.65926 2.95864 0.061 0.075 -0.070
C 0.51446 -0.67837 3.19803 -0.421 -0.003 0.138
C -0.67559 -1.49047 3.74306 0.103 -0.082 -0.071
C 0.19674 -0.02184 1.86863 0.190 0.168 -0.080
C 0.87951 0.40991 4.20994 -0.032 -0.009 -0.002
C 2.08615 0.43990 4.89752 -0.014 0.010 0.001
C 2.36101 1.45896 5.80349 -0.001 -0.004 -0.010
C 1.43544 2.46195 6.03373 -0.011 0.001 0.005
C 0.22457 2.44244 5.35333 0.017 0.003 0.000
C -0.04593 1.42569 4.45424 -0.047 -0.002 -0.045
H 1.35336 -2.42094 2.24926 -0.027 0.015 0.080
H 1.92088 -2.15732 3.89451 -0.013 0.020 0.024
H 2.55875 -1.15475 2.58406 0.025 -0.035 -0.053
H -1.00795 -2.23136 3.01286 -0.005 0.071 0.046
H -1.51298 -0.85176 4.00368 -0.096 0.046 -0.003
H -0.36604 -2.00651 4.65296 -0.009 -0.025 -0.013
H 0.65544 0.98697 1.83595 0.199 -0.070 0.088
H 2.82949 -0.32902 4.74156 0.018 -0.002 -0.005
H 3.30696 1.46389 6.32898 -0.002 -0.004 0.001
H 1.65164 3.25259 6.73952 0.001 0.001 0.000
H -0.50887 3.21915 5.52732 -0.002 0.001 0.002
H -0.99924 1.41892 3.93271 0.095 0.019 0.055
```
Forces are in eV/Å.

multiplicity	2
total charge	+1
HOMO-LUMO gap (spin up / spin down)	7.400 / 6.254	eV
expectation value of S²	0.76
lowest unoccupied orbital energy (spin up / spin down)	-2.8 / -4.3	eV

Entry 2:
Molecular formula: C34H48O30
Method: DFT, ωB97M-V/def2-TZVPD

```
112
Properties=species:S:1:pos:R:3:forces:R:3
C 6.21142 -4.59297 2.57691 0.551 0.235 0.568
C 6.11161 -3.11384 2.26973 0.357 -0.087 0.141
C 6.33725 -2.68567 0.81244 0.546 -0.979 0.796
O 5.41951 -1.61653 0.65296 -0.383 0.039 -0.426
C 4.45734 -1.70653 1.60020 1.057 -0.287 0.287
O 3.50848 -0.99506 1.64867 -0.857 0.506 -0.252
O 4.75787 -2.63878 2.50624 0.189 -0.074 -0.085
H 5.46337 -5.14816 2.01817 0.272 -0.090 0.312
H 6.15115 -4.74621 3.65733 -0.565 0.053 -0.052
H 7.22474 -4.96665 2.39079 -0.102 0.163 -0.557
H 6.78170 -2.54864 2.93373 -0.274 0.025 -0.078
H 6.16438 -3.54359 0.15600 -0.441 0.367 -0.243
H 7.35595 -2.34453 0.65994 -0.012 0.271 -0.080
C 1.26683 0.66933 3.50464 -0.443 -0.171 -0.700
C 1.09403 0.60115 5.00041 -0.538 -0.992 -0.783
C 1.02950 1.96364 5.67148 0.227 -0.477 0.569
O -0.03086 1.80017 6.62685 0.343 0.093 -0.274
C -0.77342 0.69466 6.31353 0.985 0.472 -0.012
O -1.76720 0.42743 6.88844 -0.782 -0.408 0.119
O -0.18542 -0.01329 5.32996 -0.075 0.667 0.010
H 0.56306 1.38831 3.07819 0.185 0.279 0.099
H 1.02805 -0.25738 2.97626 0.110 -0.211 0.519
H 2.29453 0.90958 3.23405 -0.029 0.213 0.100
H 1.80990 -0.11527 5.41102 0.305 0.500 0.235
H 0.80110 2.80060 5.01330 -0.119 -0.176 -0.229
H 1.98769 2.15693 6.15728 -0.257 0.188 0.315
C 0.65569 -3.06699 1.86513 -0.640 -0.108 -0.132
C 1.21181 -4.13754 0.96314 -0.163 0.673 -0.449
C 1.54641 -3.65794 -0.46298 -0.191 -0.604 0.091
O 2.81775 -4.28516 -0.72256 -0.560 0.284 -0.515
C 3.29380 -4.83608 0.39684 -2.452 1.719 0.431
O 4.32515 -5.36073 0.48125 2.830 -1.771 -0.276
O 2.47977 -4.62138 1.44826 -0.508 -0.165 -0.339
H -0.41074 -2.92352 1.65642 0.101 -0.018 -0.108
H 1.14660 -2.11150 1.68980 0.225 -0.088 0.309
H 0.69241 -3.37768 2.90666 0.237 0.129 0.072
H 0.50682 -4.96323 0.83835 0.232 -0.212 0.485
H 1.61600 -2.58223 -0.62624 0.263 0.014 0.337
H 0.79818 -4.03924 -1.15216 0.188 0.002 -0.241
C 1.27964 1.28630 -2.37915 -0.457 0.506 0.716
C 0.69369 0.17645 -1.56652 0.674 -0.051 0.968
C 0.84122 0.36814 -0.03110 -1.144 -0.298 -0.649
O -0.44665 -0.08822 0.45872 0.655 -0.247 -0.078
C -1.26439 -0.36275 -0.57504 2.758 1.367 0.138
O -2.30341 -0.86378 -0.45752 -3.000 -1.135 0.085
O -0.71779 0.05786 -1.73515 -0.020 -0.260 -0.502
H 0.72214 2.18797 -2.12785 -0.171 0.217 -0.306
H 1.24552 1.09351 -3.44323 0.212 0.009 -0.121
H 2.27741 1.48055 -1.99135 0.349 -0.203 -0.419
H 1.18914 -0.77086 -1.79574 -0.405 -0.096 -0.359
H 0.91673 1.40583 0.29853 0.429 -0.043 -0.093
H 1.61514 -0.30744 0.32033 0.156 0.395 0.505
O -0.06390 -2.76373 -3.09408 -0.709 0.069 -0.358
C -0.41728 -2.29987 -4.14140 1.057 -0.358 0.283
O 0.27903 -1.30544 -4.73520 -0.654 0.566 -0.312
C -0.27255 -1.03007 -6.05091 -0.310 -1.024 0.703
C -1.60372 -1.78881 -5.98623 -0.379 -0.033 -0.398
O -1.43246 -2.73956 -4.91277 0.178 0.628 -0.124
H -0.45932 0.02604 -6.20869 0.413 0.122 0.099
H 0.44479 -1.46537 -6.74137 -0.155 0.237 -0.352
H -1.90328 -2.27891 -6.91311 0.448 -0.381 0.147
H -2.45141 -1.14653 -5.76210 0.077 0.245 0.423
O 0.83278 5.82382 -3.08793 0.552 -0.386 -0.696
C 0.04039 5.84821 -2.22094 -1.265 0.510 1.441
O -1.21297 5.28387 -2.26347 0.412 -0.113 0.008
C -1.98305 5.65976 -1.11591 0.596 0.778 0.032
C -0.96641 6.40207 -0.20790 0.112 -0.465 -0.983
O 0.21201 6.49078 -1.03655 -0.242 -0.263 -0.194
H -2.74981 6.36292 -1.44502 -0.181 -0.257 0.008
H -2.41662 4.78664 -0.63700 0.019 -0.090 -0.115
H -0.72977 5.82966 0.68411 0.087 0.242 0.167
H -1.29108 7.41986 -0.03012 0.002 0.009 0.450
O -2.85877 -2.07567 3.51076 0.810 -1.801 0.957
C -3.23666 -1.11444 2.97849 -0.573 1.620 -0.961
O -2.50440 0.01861 2.80332 -0.013 0.015 -0.496
C -3.35554 1.03642 2.28111 -0.867 0.290 1.280
C -4.54315 0.24367 1.71573 1.900 0.209 -1.112
O -4.47716 -0.98147 2.43664 -0.546 0.449 0.319
H -3.64273 1.64124 3.15358 -0.156 0.011 -0.214
H -2.88443 1.72286 1.58101 0.373 -0.470 -0.224
H -4.26085 -0.01116 0.68807 -0.460 0.106 -0.066
H -5.46519 0.80975 1.72188 -0.404 -0.462 0.505
O 0.74877 4.16726 2.64004 -3.794 0.719 2.691
C 1.65152 4.00492 1.95100 2.254 0.141 -1.758
O 2.77725 3.41378 2.32626 0.959 -0.918 0.433
C 3.48754 3.00452 1.16852 0.563 1.275 -0.683
C 2.95305 4.04715 0.14317 1.359 -0.919 -0.198
O 1.71612 4.45692 0.68456 -0.258 -0.646 -0.827
H 4.56144 3.16761 1.26192 -0.074 -0.109 0.474
H 3.32893 1.94399 0.96739 -0.362 0.094 -0.167
H 2.95977 3.57800 -0.84052 -0.902 0.263 -0.141
H 3.58711 4.92521 0.07077 0.222 0.052 0.155
O -4.12337 -6.87716 -0.43387 -0.838 -4.131 1.794
C -3.93983 -5.88096 -0.96730 0.620 3.406 -1.414
O -3.32757 -4.83746 -0.39306 1.363 0.682 -0.547
C -3.16583 -3.76687 -1.35411 -1.503 1.189 1.259
C -4.03792 -4.20380 -2.52650 0.303 -0.428 -0.006
O -4.32622 -5.56620 -2.21457 -0.373 -0.220 -0.760
H -3.62573 -2.93894 -0.80459 0.170 0.199 -0.506
H -2.16383 -3.42034 -1.60724 0.291 -0.913 0.163
H -3.52587 -4.18773 -3.48396 0.080 0.087 -0.049
H -4.97334 -3.65625 -2.60338 -0.064 0.076 0.057
O -6.97394 3.75883 -4.83733 -1.170 -0.147 -0.790
C -5.98428 3.59438 -4.23644 1.792 0.428 0.335
O -5.90071 3.28329 -2.93555 0.668 -0.317 0.566
C -4.50742 3.27486 -2.50225 -0.880 1.008 -0.616
C -3.78428 3.93946 -3.70099 -0.262 -1.159 0.793
O -4.71729 3.76876 -4.76180 -0.308 0.116 0.133
H -4.48364 3.90559 -1.61544 0.179 -0.272 0.122
H -4.17920 2.26141 -2.30555 -0.076 -0.161 0.050
H -2.87600 3.36733 -3.88873 0.057 0.398 -0.369
H -3.57233 4.98821 -3.50984 0.017 0.062 -0.259
```
Forces are in eV/Å.

multiplicity	1
SMILES	C[C@H]1COC(=O)O1.C[C@H]1COC(=O)O1.C[C@H]1COC(=O)O1.C[C@H]1COC(=O)O1.O=C1OCCO1.O=C1OCCO1.O=C1OCCO1.O=C1OCCO1.O=C1OCCO1.O=C1OCCO1
HOMO-LUMO gap	10.290	eV
lowest unoccupied orbital energy	-0.3	eV

Quick rundown of calculated total energy, same order as above: -58939.2597, -97462.2085 eV
Quick rundown of relative energy (zero: lowest compared OMol25 entry of this formula, charge and spin), same order as above: 0.0000, 0.0000 eV